Here is 4 unconnected molecules or ions with the total composition C43H71O10PSSi in a non-equilibrium geometry from the OMol25 dataset. Energies are from the ωB97M-V functional and the def2-TZVPD basis.

Positions of all 127 atoms, in Å:
C (0.92, -0.89, 4.67)
C (1.24, 0.40, 4.43)
C (0.14, 1.45, 4.24)
O (-1.00, 0.74, 3.84)
C (0.61, 2.47, 3.17)
C (0.70, 1.78, 1.79)
C (-0.61, 1.68, 1.00)
C (-0.29, 1.50, -0.49)
C (-1.47, 0.92, -1.30)
C (-1.04, -0.10, -2.36)
C (-0.55, 0.57, -3.65)
C (-0.46, -0.38, -4.84)
C (0.77, -1.32, -4.81)
Si (0.21, -3.10, -5.08)
C (-0.76, -3.61, -3.54)
C (-0.90, -3.13, -6.60)
C (1.63, -4.30, -5.30)
C (2.02, -4.78, -6.56)
C (3.05, -5.70, -6.70)
C (3.73, -6.15, -5.58)
C (3.38, -5.69, -4.32)
C (2.35, -4.78, -4.20)
C (1.99, 3.03, 3.49)
P (2.44, 4.50, 2.44)
C (4.25, 4.71, 2.70)
C (1.72, 5.99, 3.18)
O (2.24, 3.23, 4.93)
S (0.98, 3.53, 5.84)
O (0.31, 4.74, 5.45)
O (1.48, 3.52, 7.18)
C (-0.13, 2.13, 5.65)
C (-1.58, 2.59, 5.83)
C (-2.00, 2.86, 7.26)
C (-1.57, 3.96, 8.01)
C (-1.97, 4.14, 9.32)
C (-2.82, 3.23, 9.93)
C (-3.26, 2.13, 9.20)
C (-2.85, 1.95, 7.88)
H (0.26, -1.18, 5.49)
H (1.26, -1.71, 4.04)
H (2.28, 0.70, 4.38)
H (-1.65, 1.34, 3.46)
H (-0.14, 3.27, 3.14)
H (1.40, 2.34, 1.17)
H (1.14, 0.78, 1.91)
H (-1.14, 0.79, 1.36)
H (-1.22, 2.57, 1.17)
H (0.53, 0.78, -0.54)
H (0.01, 2.48, -0.87)
H (-2.17, 0.45, -0.60)
H (-2.01, 1.74, -1.77)
H (-0.30, -0.78, -1.93)
H (-1.94, -0.68, -2.61)
H (0.38, 1.11, -3.46)
H (-1.30, 1.33, -3.88)
H (-0.46, 0.18, -5.78)
H (-1.39, -0.96, -4.84)
H (1.46, -1.04, -5.61)
H (1.31, -1.21, -3.86)
H (-0.19, -3.30, -2.67)
H (-0.88, -4.69, -3.53)
H (-1.73, -3.11, -3.50)
H (-0.86, -4.10, -7.09)
H (-0.62, -2.36, -7.32)
H (-1.92, -2.90, -6.28)
H (1.47, -4.46, -7.44)
H (3.33, -6.09, -7.67)
H (4.53, -6.88, -5.70)
H (3.91, -6.04, -3.44)
H (2.08, -4.41, -3.21)
H (2.71, 2.27, 3.18)
H (4.73, 3.73, 2.63)
H (4.45, 5.12, 3.69)
H (4.62, 5.41, 1.97)
H (0.63, 5.97, 3.14)
H (2.00, 6.15, 4.22)
H (2.06, 6.86, 2.61)
H (0.12, 1.42, 6.44)
H (-2.27, 1.84, 5.47)
H (-1.79, 3.51, 5.26)
H (-0.89, 4.69, 7.59)
H (-1.59, 4.99, 9.87)
H (-3.12, 3.38, 10.96)
H (-3.91, 1.41, 9.68)
H (-3.20, 1.08, 7.35)
O (6.42, -6.03, -3.04)
C (7.10, -5.10, -3.37)
O (7.50, -4.22, -2.44)
C (8.46, -3.19, -2.70)
C (7.80, -1.94, -3.25)
C (7.42, -4.84, -4.83)
H (9.26, -3.56, -3.34)
H (8.91, -2.97, -1.73)
H (7.33, -2.13, -4.22)
H (8.54, -1.15, -3.38)
H (7.03, -1.59, -2.57)
H (6.60, -4.27, -5.27)
H (7.49, -5.80, -5.33)
H (8.35, -4.31, -4.99)
O (-1.56, 0.77, -8.36)
C (-2.38, 1.44, -7.81)
O (-3.64, 0.97, -7.69)
C (-4.64, 1.61, -6.88)
C (-5.37, 2.69, -7.65)
C (-2.07, 2.85, -7.35)
H (-4.20, 1.98, -5.95)
H (-5.33, 0.81, -6.61)
H (-4.70, 3.49, -7.94)
H (-6.17, 3.11, -7.03)
H (-5.81, 2.27, -8.55)
H (-2.21, 3.54, -8.18)
H (-1.03, 2.87, -7.04)
H (-2.67, 3.18, -6.50)
O (-3.80, 0.07, 5.11)
C (-4.65, -0.77, 5.24)
O (-5.55, -0.62, 6.23)
C (-6.71, -1.45, 6.37)
C (-6.41, -2.72, 7.14)
C (-4.67, -2.01, 4.39)
H (-7.15, -1.66, 5.39)
H (-7.43, -0.84, 6.92)
H (-5.68, -3.34, 6.62)
H (-7.32, -3.30, 7.29)
H (-5.99, -2.47, 8.12)
H (-4.02, -2.76, 4.84)
H (-4.29, -1.76, 3.41)
H (-5.66, -2.44, 4.25)

Properties
- HOMO: -8.29 eV
- Kohn-Sham gap: 8.76 eV
- SMILES: C=C[C@]1(O)[C@H](CCCCCCCC[Si](C)(C)c2ccccc2)[C@@H](P(C)C)OS(=O)(=O)[C@H]1Cc1ccccc1.CCOC(C)=O.CCOC(C)=O.CCOC(C)=O
- LUMO level: 0.47 eV